Entry 1:
Below is a cluster of 9 separate species, C39H48O15 in total in a non-equilibrium geometry, with properties calculated with ωB97M-V with the def2-TZVPD basis set.

```
102
C39H48O15, DFT ωB97M-V with the def2-TZVPD basis set
C -27.411 7.814 -37.608
O -28.795 8.267 -37.848
H -26.628 7.951 -38.277
H -27.248 6.746 -37.792
H -27.042 8.222 -36.595
H -29.162 7.641 -38.645
C -31.911 7.370 -37.533
O -31.986 6.102 -36.983
H -32.747 7.633 -38.304
H -30.977 7.568 -38.176
H -31.910 8.136 -36.777
H -31.652 6.258 -36.088
C -30.316 6.854 -33.544
O -31.536 6.650 -34.351
H -29.390 6.478 -33.999
H -30.286 6.128 -32.696
H -30.071 7.865 -33.652
H -32.074 7.333 -34.079
C -27.462 6.807 -41.126
C -28.307 7.965 -41.344
C -29.686 8.010 -41.138
C -30.351 6.860 -40.771
C -29.561 5.652 -40.499
C -28.153 5.637 -40.679
O -27.358 4.521 -40.525
O -30.328 9.185 -41.436
H -26.374 6.775 -41.143
H -27.826 8.903 -41.565
H -31.303 6.829 -40.535
H -29.927 4.672 -40.382
H -27.850 3.883 -40.095
H -31.127 9.188 -41.136
C -30.230 12.293 -38.112
C -29.950 11.216 -37.271
C -30.914 10.884 -36.331
C -32.113 11.583 -36.129
C -32.389 12.637 -37.054
C -31.528 13.012 -38.079
O -31.828 14.144 -38.812
O -30.518 9.884 -35.440
H -29.420 12.597 -38.775
H -28.935 10.574 -37.454
H -32.956 11.394 -35.516
H -33.347 12.862 -37.030
H -31.292 14.345 -39.538
H -29.643 9.937 -35.597
C -27.285 2.271 -37.806
C -28.665 2.346 -37.970
C -29.293 3.545 -37.635
C -28.593 4.482 -36.842
C -27.156 4.404 -36.599
C -26.585 3.260 -37.096
O -25.159 3.042 -36.959
O -30.607 3.626 -37.955
H -26.774 1.340 -38.176
H -29.247 1.544 -38.535
H -29.208 5.222 -36.408
H -26.843 4.969 -35.944
H -25.067 1.981 -36.887
H -31.092 4.477 -37.616
C -34.399 6.003 -33.519
C -34.367 7.323 -32.951
C -34.445 8.480 -33.685
C -34.544 8.433 -35.130
C -34.708 7.150 -35.639
C -34.463 5.963 -34.891
O -34.205 4.731 -35.466
O -34.328 9.581 -33.007
H -34.192 5.167 -32.829
H -34.309 7.205 -31.765
H -34.702 9.282 -35.740
H -34.897 7.176 -36.714
H -33.675 4.805 -36.183
H -34.781 10.392 -33.275
C -35.209 5.997 -39.056
C -36.237 5.303 -38.435
C -37.551 5.336 -39.067
C -37.783 6.131 -40.160
C -36.777 7.064 -40.616
C -35.524 7.006 -40.059
O -34.540 7.945 -40.334
O -38.561 4.528 -38.525
H -34.265 6.109 -38.787
H -35.967 4.671 -37.674
H -38.898 6.206 -40.677
H -37.224 7.878 -41.203
H -34.849 8.603 -40.878
H -39.241 4.391 -39.080
C -31.576 2.715 -31.024
C -31.427 3.312 -32.253
C -31.405 2.652 -33.421
C -31.558 1.197 -33.385
C -31.703 0.605 -32.087
C -31.870 1.341 -30.939
O -32.179 0.921 -29.766
O -31.403 3.206 -34.629
H -31.825 3.460 -30.162
H -31.550 4.337 -32.059
H -31.381 0.498 -34.361
H -31.704 -0.481 -32.050
H -32.863 0.148 -29.747
H -31.000 4.082 -34.423
```

Properties
- SMILES string: Oc1ccc(O)cc1.Oc1ccc(O)cc1.Oc1ccc(O)cc1.Oc1ccc(O)cc1.Oc1ccc(O)cc1.Oc1ccc(O)cc1.CO.CO.CO
- Strongest force on any atom: 0.221 hartree/bohr
- LUMO energy: 0.29 eV

***

Entry 2:
Below is a structure of composition C39H49AsF5N2O2Si3TcTe, with properties calculated with ωB97M-V with the def2-TZVPD basis set.

```
103
C39H49AsF5N2O2Si3TcTe, DFT ωB97M-V with the def2-TZVPD basis set
Tc 1.068 -1.932 0.179
O 1.728 -0.238 -0.451
C 2.687 0.487 0.136
C 3.653 1.110 -0.654
C 4.645 1.855 -0.047
C 4.686 2.023 1.339
C 3.707 1.450 2.118
C 2.707 0.666 1.527
C 1.637 0.121 2.314
N 0.869 -0.836 1.933
C -0.311 -1.178 2.728
C -1.473 -1.207 1.751
N -1.035 -2.027 0.617
C -1.888 -2.781 0.016
C -1.565 -3.823 -0.915
C -2.620 -4.482 -1.575
C -2.387 -5.610 -2.320
C -1.094 -6.135 -2.368
C -0.044 -5.523 -1.717
C -0.252 -4.331 -1.013
O 0.792 -3.765 -0.413
H 3.617 0.978 -1.727
H 5.406 2.319 -0.661
H 5.473 2.610 1.792
H 3.703 1.585 3.193
H 1.450 0.562 3.291
H -0.470 -0.422 3.498
H -0.162 -2.154 3.194
H -1.691 -0.194 1.405
H -2.363 -1.638 2.212
H -2.938 -2.692 0.301
H -3.624 -4.087 -1.478
H -3.195 -6.099 -2.845
H -0.909 -7.045 -2.926
H 0.956 -5.936 -1.741
F 3.728 -2.021 -1.643
C 4.055 -2.354 -0.378
C 3.065 -2.442 0.584
C 3.476 -2.791 1.857
F 2.564 -2.936 2.842
C 4.802 -3.013 2.185
F 5.160 -3.341 3.424
C 5.766 -2.893 1.196
F 7.043 -3.101 1.484
C 5.392 -2.566 -0.100
F 6.318 -2.455 -1.049
C -3.289 4.619 2.946
Si -2.663 2.859 2.836
C -2.344 2.196 4.569
C -4.028 1.829 2.054
As -0.625 2.575 1.682
Si 0.646 4.497 2.196
C 1.361 4.165 3.899
C -0.256 6.139 2.228
C 2.026 4.587 0.927
Si -1.240 2.799 -0.584
C 0.286 2.817 -1.673
C -2.316 4.298 -0.919
C -2.184 1.232 -1.033
H -4.285 4.605 3.397
H -3.371 5.092 1.966
H -2.653 5.244 3.572
H -3.056 2.622 5.280
H -1.340 2.436 4.922
H -2.459 1.110 4.604
H -4.845 1.766 2.779
H -3.735 0.810 1.800
H -4.427 2.304 1.155
H 0.569 4.009 4.635
H 1.958 5.017 4.234
H 2.004 3.283 3.904
H -0.770 6.303 3.175
H -0.983 6.253 1.424
H 0.488 6.933 2.117
H 2.381 3.602 0.622
H 2.874 5.137 1.344
H 1.695 5.124 0.036
H 1.012 3.583 -1.407
H -0.034 3.004 -2.702
H 0.791 1.849 -1.647
H -1.923 5.191 -0.431
H -3.332 4.142 -0.551
H -2.378 4.505 -1.990
H -1.567 0.352 -0.832
H -2.416 1.234 -2.102
H -3.125 1.135 -0.490
C 0.697 -3.182 -4.304
Te 0.731 -1.478 -3.028
C -1.377 -1.358 -3.372
C -1.725 -2.511 -4.278
C -3.048 -2.720 -4.666
C -3.383 -3.786 -5.481
C -2.393 -4.656 -5.925
C -1.079 -4.452 -5.545
C -0.737 -3.384 -4.718
H 1.084 -4.043 -3.764
H 1.349 -2.985 -5.154
H -1.627 -0.392 -3.807
H -1.889 -1.447 -2.413
H -3.818 -2.036 -4.328
H -4.412 -3.935 -5.782
H -2.649 -5.486 -6.571
H -0.305 -5.125 -5.895
```

Properties
- Spin multiplicity: 4
- <S²>: 3.775
- Net charge: +1
- Strongest force on any atom: 0.009 hartree/bohr
- LUMO energy (alpha / beta): -3.25 / -4.16 eV

***

Entry 3:
Below is a structure of composition C39H49BCl4FIMgN2O19P in a non-equilibrium geometry, with properties calculated with ωB97M-V with the def2-TZVPD basis set.

```
118
C39H49BCl4FIMgN2O19P, DFT ωB97M-V with the def2-TZVPD basis set
C 5.252 -0.470 -5.331
C 4.921 0.521 -5.923
C 4.573 1.765 -6.601
C 5.219 3.037 -6.020
C 4.416 3.771 -4.914
C 3.291 2.950 -4.332
C 1.964 3.151 -4.762
C 1.627 4.225 -5.761
B 2.002 3.848 -7.285
O 3.164 4.348 -7.825
O 1.231 3.038 -8.067
C 0.936 2.331 -4.246
C -0.499 2.554 -4.637
C -1.061 1.876 -5.883
O -2.483 2.082 -5.800
C -3.158 1.005 -5.313
C -3.573 1.066 -3.869
O -3.429 0.064 -5.995
C 1.284 1.310 -3.343
C 0.217 0.355 -2.848
C -0.038 -0.776 -3.902
C 1.093 -0.972 -4.876
O 1.214 -0.357 -5.903
O 1.975 -1.930 -4.533
C 2.583 1.152 -2.890
C 3.593 1.983 -3.374
C 4.962 1.780 -2.825
O 5.994 2.017 -3.389
C 4.996 1.287 -1.399
I 6.616 2.034 -0.326
C 4.031 0.493 -0.936
P 3.947 -0.083 0.784
N 2.821 -1.113 1.015
O 3.719 1.265 1.613
O 5.371 -0.629 1.265
C 2.942 0.099 -1.900
O 2.434 -0.986 -1.860
H 5.733 -1.370 -5.037
H 4.950 1.653 -7.617
H 3.490 1.828 -6.693
H 5.336 3.718 -6.855
H 6.215 2.781 -5.681
H 4.086 4.737 -5.270
H 5.098 3.970 -4.091
H 0.582 4.507 -5.723
H 2.185 5.127 -5.514
H 3.212 5.298 -7.675
H 1.165 2.129 -7.753
H -0.699 3.612 -4.770
H -1.147 2.243 -3.825
H -0.871 0.813 -5.918
H -0.739 2.353 -6.799
H -3.466 2.067 -3.464
H -2.993 0.354 -3.285
H -4.613 0.767 -3.800
H -0.727 0.856 -2.659
H 0.506 -0.114 -1.920
H -0.142 -1.704 -3.347
H -0.975 -0.626 -4.425
H 2.242 -2.341 -5.368
H 3.178 -1.976 1.400
H 4.432 1.380 2.257
H 5.863 -1.035 0.540
C -0.202 0.213 1.841
C -0.034 1.370 1.212
C -1.083 2.432 1.089
O -0.731 3.472 0.441
C -2.354 2.227 1.658
C -2.578 1.062 2.321
C -1.505 -0.016 2.460
O -1.790 -1.012 3.081
O -3.718 0.784 2.875
O 1.050 1.813 0.572
H 0.570 -0.555 1.914
H -3.108 2.995 1.549
H -3.631 -0.103 3.282
H 0.570 2.650 0.395
C -1.439 -5.498 8.995
C -1.480 -3.952 9.111
C -2.930 -3.450 9.102
C -3.616 -3.527 7.735
C -2.786 -2.832 6.653
C -1.346 -3.342 6.573
N -0.739 -3.311 7.964
O -0.371 -2.223 8.239
C -1.330 -4.761 5.978
C -0.525 -2.499 5.606
C -0.813 -3.605 10.432
H -1.267 -5.940 9.972
H -2.370 -5.919 8.614
H -0.623 -5.842 8.360
H -2.946 -2.410 9.444
H -3.485 -4.027 9.839
H -3.804 -4.565 7.460
H -4.593 -3.049 7.800
H -3.257 -2.967 5.682
H -2.786 -1.754 6.852
H -0.330 -5.194 6.018
H -1.629 -4.713 4.934
H -2.018 -5.445 6.468
H -0.549 -1.438 5.854
H -0.921 -2.603 4.603
H 0.516 -2.824 5.591
H 0.231 -3.909 10.432
H -1.318 -4.123 11.247
H -0.859 -2.543 10.654
O -5.925 3.307 -7.131
Cl -5.430 4.298 -6.225
O -5.464 3.779 -4.873
O -6.220 5.494 -6.319
O -4.058 4.630 -6.544
Mg 0.298 4.273 -0.649
F 0.989 -2.028 10.975
C -6.490 -4.634 5.183
Cl -5.679 -3.063 5.019
Cl -5.329 -5.911 5.551
Cl -7.743 -4.552 6.408
H -6.951 -4.868 4.233
```

Properties
- Net charge: +1
- Strongest force on any atom: 0.089 hartree/bohr
- LUMO energy: -8.12 eV

***

Entry 4:
Below is a structure of composition C39H49Br33Cl2N2O5 in a non-equilibrium geometry, with properties calculated with ωB97M-V with the def2-TZVPD basis set.

```
130
C39H49Br33Cl2N2O5, DFT ωB97M-V with the def2-TZVPD basis set
C -5.766 -5.966 1.112
C -4.304 -5.629 1.340
O -4.039 -4.938 2.228
O -3.415 -6.130 0.497
C -2.082 -6.232 1.041
C -1.331 -4.946 0.655
C 0.211 -5.112 0.648
C 0.945 -3.797 1.085
C 2.154 -3.522 0.192
C 2.916 -2.180 0.476
C 3.310 -1.448 -0.820
C 2.202 -0.576 -1.514
C 1.119 -0.043 -0.605
C 1.281 1.061 0.182
C 2.586 1.841 0.142
C 2.232 3.341 -0.221
C 2.570 3.807 -1.672
C 1.985 2.930 -2.783
N 0.585 2.556 -2.552
C -0.325 3.665 -2.972
C 0.198 1.465 -3.363
C 0.976 1.035 -4.598
O -0.782 0.894 -3.104
C 0.297 1.480 0.994
C -0.883 0.861 1.091
C -1.938 1.301 2.026
Cl -2.005 0.412 3.562
C -2.800 2.257 1.825
C -2.814 3.064 0.552
Cl -3.974 2.611 3.091
C -1.077 -0.225 0.302
C -0.075 -0.659 -0.545
C -0.620 -1.866 -1.280
O -0.112 -2.658 -1.969
N -2.025 -1.918 -1.029
C -2.265 -1.138 0.136
O -3.183 -1.238 0.821
H -5.952 -6.315 0.094
H -6.109 -6.716 1.823
H -6.354 -5.063 1.262
H -2.056 -6.404 2.115
H -1.576 -7.040 0.509
H -1.657 -4.143 1.314
H -1.612 -4.766 -0.379
H 0.503 -5.935 1.314
H 0.506 -5.374 -0.372
H 1.307 -3.985 2.101
H 0.220 -2.984 1.108
H 2.852 -4.345 0.383
H 1.918 -3.564 -0.873
H 2.424 -1.552 1.222
H 3.854 -2.498 0.950
H 3.633 -2.191 -1.556
H 4.184 -0.821 -0.622
H 2.711 0.310 -1.910
H 1.757 -1.084 -2.369
H 3.285 1.399 -0.563
H 3.005 1.817 1.149
H 2.834 3.970 0.448
H 1.195 3.607 -0.018
H 3.659 3.887 -1.856
H 2.183 4.818 -1.846
H 2.659 2.091 -2.960
H 2.017 3.536 -3.707
H 0.222 4.586 -3.175
H -1.142 3.812 -2.266
H -0.802 3.383 -3.921
H 1.399 1.895 -5.126
H 1.760 0.315 -4.367
H 0.267 0.562 -5.270
H 0.418 2.355 1.621
H -1.779 3.204 0.247
H -3.274 4.027 0.778
H -3.414 2.590 -0.224
H -2.436 -1.485 -1.858
C -5.705 3.058 -3.104
Br -6.593 2.954 -4.811
Br -6.760 2.270 -1.697
Br -3.939 2.305 -3.134
H -5.585 4.108 -2.873
C 7.098 3.569 -2.203
Br 6.261 3.499 -3.937
Br 6.019 2.716 -0.850
Br 8.888 2.856 -2.243
H 7.178 4.612 -1.932
C 4.419 1.686 4.427
Br 2.709 0.902 3.995
Br 5.552 1.829 2.871
Br 4.221 3.379 5.325
H 4.910 1.015 5.116
C -1.501 -2.621 -5.732
Br 0.380 -2.466 -5.368
Br -2.196 -4.350 -5.237
Br -2.457 -1.206 -4.876
H -1.635 -2.521 -6.799
C 1.731 -9.254 1.728
Br 0.600 -8.253 2.925
Br 2.499 -8.121 0.371
Br 3.080 -10.248 2.682
H 1.103 -9.974 1.224
C -4.921 7.403 1.204
Br -4.081 8.961 0.440
Br -5.464 6.145 -0.141
Br -3.805 6.568 2.540
H -5.819 7.740 1.702
C 2.843 6.141 8.129
Br 2.738 6.745 6.298
Br 2.172 4.344 8.335
Br 4.626 6.323 8.838
H 2.201 6.786 8.712
C -0.426 -3.987 5.519
Br 0.765 -5.085 4.473
Br -0.825 -2.335 4.600
Br -2.010 -4.948 6.050
H 0.097 -3.727 6.428
C 0.322 -7.386 -6.267
Br 0.197 -6.915 -8.132
Br -0.278 -9.189 -5.944
Br 2.095 -7.086 -5.573
H -0.345 -6.727 -5.729
C -6.390 3.985 5.716
Br -8.110 3.188 5.366
Br -6.261 5.760 4.972
Br -5.962 3.968 7.595
H -5.650 3.377 5.216
C 3.824 7.624 -2.827
Br 4.648 9.212 -3.539
Br 3.410 6.351 -4.215
Br 4.887 6.829 -1.425
H 2.886 7.925 -2.382
```

Properties
- Strongest force on any atom: 0.102 hartree/bohr
- LUMO energy: -0.49 eV

***

What is the strongest force on any atom in the fourth record? 0.102 hartree/bohr

***

Which of these has the highest strongest force on any atom? C39H48O15